Entry 1:
A structure of composition C14H14DyN7O2S3. Source: the OMol25 dataset; level of theory: ωB97M-V/def2-TZVPD.

Last column: Mulliken spin population.
Geometry (Å):
Dy 0.25 -0.20 -0.98  4.925
N -0.56 2.97 -4.17  0.000
C -0.82 2.12 -3.09  0.003
S -1.19 0.46 -3.48  -0.007
N -0.80 2.72 -1.94  0.002
N -1.00 1.85 -0.86  0.015
C -1.54 2.36 0.16  0.001
C -1.81 1.67 1.43  -0.002
C -2.25 2.45 2.50  -0.002
C -2.50 1.91 3.75  0.000
C -2.30 0.53 3.92  0.000
C -1.88 -0.26 2.87  0.000
C -1.63 0.27 1.59  0.006
O -1.26 -0.49 0.61  0.022
H -0.19 2.46 -4.96  0.000
H -0.02 3.78 -3.90  0.000
H -1.83 3.41 0.10  0.001
H -2.37 3.52 2.34  0.000
H -2.82 2.53 4.57  0.000
H -2.45 0.08 4.89  0.000
H -1.70 -1.32 3.00  0.000
S 1.84 0.86 1.04  -0.001
C 2.00 -0.73 1.70  -0.003
S 1.73 -2.10 0.67  -0.001
C 2.37 -0.92 3.04  0.004
C 2.52 -2.23 3.60  0.000
N 2.65 -3.27 4.10  0.000
C 2.66 0.18 3.92  0.000
N 2.92 1.03 4.66  0.000
N -0.71 -3.29 -2.67  0.000
N -0.86 -2.63 -1.39  0.000
H 0.12 -3.88 -2.60  0.000
H -0.41 -2.54 -3.29  0.000
H -0.18 -2.98 -0.72  0.002
H -1.78 -2.87 -1.03  0.000
C 2.84 -1.54 -3.48  0.000
C 1.81 -1.01 -2.55  0.019
O 1.92 0.20 -2.24  0.018
H 3.56 -0.78 -3.79  -0.001
H 2.34 -1.98 -4.35  0.000
H 3.34 -2.37 -2.97  0.000

The spin multiplicity is 6. As for the energy relative to the best compared isomer or geometry (same formula, charge and spin): 0.0 kcal per mole. As for the expectation value of S²: 9.336. The calculation puts the lowest unoccupied orbital energy (spin up / spin down) at 4.623 / 4.624 eV. The HOMO energy (spin up / spin down) comes out at -0.0699 / -0.0702 Eh. The charge is -2.



Entry 2:
A cluster of 2 separate species, C10H11NOS2 in total. Source: the OMol25 dataset; level of theory: ωB97M-V/def2-TZVPD.

Last column: Löwdin charge in e.
Geometry (Å):
C 1.88 -2.22 0.41  -0.063
C 2.03 -1.93 1.81  -0.101
C 2.45 -1.34 -0.53  -0.010
C 2.61 -0.77 2.24  -0.127
C 2.94 -0.15 -0.03  -0.208
C 3.13 0.14 1.33  -0.480
C 3.49 0.96 -0.75  -0.487
C -3.36 2.15 -0.48  -0.168
C -1.76 2.47 -2.38  -0.137
C -1.99 1.96 -1.02  -0.897
N 3.75 2.01 -0.04  -0.262
O 3.60 0.89 -2.10  0.047
S 3.51 1.80 1.58  0.996
S -0.92 1.22 -0.04  0.715
H 1.30 -3.18 0.16  0.122
H 1.66 -2.76 2.55  0.135
H 2.55 -1.39 -1.55  0.089
H 2.81 -0.67 3.37  0.135
H -3.39 3.11 0.01  0.078
H -4.06 2.12 -1.30  0.067
H -3.66 1.42 0.33  0.088
H -2.38 1.87 -3.02  0.076
H -0.73 2.45 -2.66  0.060
H -2.28 3.55 -2.54  0.147
H 4.01 1.77 -2.50  0.185

The spin multiplicity is 1. As for the energy relative to the best compared isomer or geometry (same formula, charge and spin): 2.8 kcal per mole. The calculation puts the lowest unoccupied orbital energy at 0.150 eV. The HOMO energy comes out at -0.2995 Eh. The charge is 0.



Entry 3:
A cluster of 4 separate species, C31H77BrF3N11O6P3 in total. Source: the OMol25 dataset; level of theory: ωB97M-V/def2-TZVPD.

Last column: Löwdin charge in e.
Geometry (Å):
C 0.34 -8.96 0.20  -0.189
C -0.44 -8.43 1.53  -0.243
C 0.47 -7.50 2.48  -0.551
Br 1.92 -6.73 1.36  0.775
C 0.93 -8.12 3.88  -0.271
O 1.89 -7.35 4.63  -0.116
C 3.26 -7.66 4.37  -0.180
C 3.63 -9.16 3.94  -0.057
N 2.57 -9.89 3.16  -0.064
N 3.05 -11.18 2.89  -0.077
C 4.03 -11.20 1.72  0.000
C 2.05 -12.19 2.50  -0.368
C 0.92 -12.07 1.37  0.001
O 2.13 -13.32 3.07  0.090
C 1.28 -9.72 3.87  -0.145
C 1.27 -10.11 5.44  -0.034
C 1.62 -11.63 5.77  -0.215
O 1.91 -11.67 7.21  -0.039
C 0.33 -12.60 5.61  -0.348
F -0.41 -12.37 4.43  0.083
F -0.46 -12.41 6.78  0.083
F 0.80 -13.95 5.70  0.076
H 0.36 -8.19 -0.64  0.078
H -0.33 -9.82 -0.19  0.088
H 1.35 -9.44 0.43  0.029
H -1.00 -9.27 2.07  0.108
H -1.26 -7.74 1.11  0.130
H -0.19 -6.60 2.75  0.121
H -0.03 -8.09 4.54  0.182
H 3.72 -6.96 3.58  0.101
H 3.85 -7.43 5.34  0.158
H 3.94 -9.72 4.90  0.157
H 4.63 -9.06 3.36  0.153
H 2.51 -9.39 2.24  0.142
H 4.44 -10.16 1.48  0.110
H 4.90 -11.91 1.98  0.130
H 3.56 -11.61 0.76  0.102
H 0.43 -13.10 1.24  0.122
H 0.08 -11.35 1.61  0.067
H 1.43 -11.85 0.36  0.095
H 0.36 -10.21 3.43  0.135
H 0.18 -9.94 5.78  0.160
H 1.94 -9.45 6.09  0.140
H 2.55 -12.05 5.28  0.150
H 2.80 -12.08 7.34  0.122
O -0.72 -4.07 -1.52  -0.330
P -0.34 -2.75 -2.22  0.746
N 0.94 -3.47 -3.09  -0.364
C 2.36 -3.44 -2.88  -0.139
C 0.57 -4.39 -4.15  -0.129
N 0.14 -1.96 -0.77  -0.299
C 1.44 -1.39 -0.49  -0.142
C -0.39 -2.51 0.48  -0.147
N 0.03 -1.21 -3.05  -0.279
C -1.26 -0.61 -3.45  -0.149
C 1.00 -0.95 -4.11  -0.114
H 2.87 -3.22 -3.83  0.083
H 2.75 -4.40 -2.50  0.082
H 2.70 -2.66 -2.20  0.046
H 0.12 -3.84 -4.99  0.070
H -0.16 -5.13 -3.81  0.068
H 1.42 -4.94 -4.55  0.082
H 2.18 -2.17 -0.24  0.077
H 1.39 -0.71 0.36  0.079
H 1.82 -0.78 -1.31  0.070
H 0.15 -3.42 0.77  0.067
H -1.45 -2.74 0.40  0.072
H -0.30 -1.79 1.31  0.080
H -1.70 -1.17 -4.28  0.080
H -1.15 0.44 -3.75  0.060
H -1.96 -0.63 -2.62  0.078
H 0.87 -1.61 -4.98  0.086
H 2.02 -1.02 -3.74  0.070
H 0.91 0.08 -4.47  0.094
O 0.71 5.34 -1.91  -0.309
P -0.45 5.27 -0.90  0.746
N -0.71 3.61 -1.18  -0.356
C -1.72 2.92 -1.94  -0.136
C 0.30 2.69 -0.68  -0.127
N -1.48 6.32 -1.80  -0.302
C -2.81 6.01 -2.29  -0.138
C -0.83 7.19 -2.78  -0.142
N -1.74 5.24 0.33  -0.289
C -1.26 6.02 1.48  -0.152
C -2.49 4.10 0.83  -0.124
H -2.14 2.09 -1.34  0.079
H -1.32 2.49 -2.87  0.072
H -2.58 3.53 -2.20  0.050
H 0.28 2.66 0.42  0.068
H 1.31 3.00 -0.99  0.073
H 0.16 1.66 -1.03  0.069
H -2.77 5.38 -3.19  0.080
H -3.34 6.92 -2.56  0.079
H -3.44 5.53 -1.54  0.069
H -0.57 6.64 -3.69  0.084
H 0.07 7.65 -2.37  0.070
H -1.48 8.03 -3.07  0.074
H -0.47 5.48 2.02  0.076
H -2.06 6.26 2.18  0.077
H -0.84 6.97 1.15  0.076
H -1.86 3.30 1.22  0.082
H -3.18 3.71 0.08  0.068
H -3.15 4.41 1.66  0.089
O -2.56 12.66 -3.89  -0.309
P -2.30 13.34 -2.53  0.745
N -0.61 13.11 -2.63  -0.362
C 0.26 12.15 -1.99  -0.138
C 0.10 13.92 -3.61  -0.129
N -3.13 12.14 -1.62  -0.303
C -2.58 11.33 -0.55  -0.142
C -4.09 11.30 -2.35  -0.146
N -2.06 14.18 -0.98  -0.290
C -2.94 15.37 -0.99  -0.152
C -0.82 14.55 -0.31  -0.124
H 1.13 12.67 -1.57  0.080
H 0.62 11.39 -2.69  0.087
H -0.18 11.64 -1.14  0.045
H 0.11 14.97 -3.29  0.068
H -0.37 13.86 -4.59  0.072
H 1.14 13.61 -3.74  0.082
H -1.96 10.52 -0.93  0.074
H -3.38 10.87 0.04  0.079
H -2.02 11.92 0.18  0.069
H -3.58 10.53 -2.94  0.077
H -4.70 11.90 -3.03  0.072
H -4.79 10.80 -1.67  0.078
H -2.55 16.13 -1.68  0.078
H -3.04 15.82 0.00  0.077
H -3.94 15.10 -1.32  0.076
H -0.15 15.13 -0.95  0.084
H -0.30 13.67 0.07  0.068
H -1.02 15.15 0.58  0.088

The spin multiplicity is 1. The calculation puts the lowest unoccupied orbital energy at -2.976 eV. The HOMO energy comes out at -0.3108 Eh. The charge is +1.



Entry 4:
The molecule C28H21N3O3S. Source: the OMol25 dataset; level of theory: ωB97M-V/def2-TZVPD.

Last column: Löwdin charge in e.
Geometry (Å):
O -0.50 3.35 5.12  0.088
C -0.66 2.85 4.03  -0.489
N -1.71 3.14 3.20  0.112
C -1.75 2.55 1.96  -0.550
N -2.64 2.95 1.14  0.066
N -2.79 2.51 -0.14  0.058
C -2.43 1.32 -0.68  -0.437
O -1.89 0.43 -0.06  -0.034
C -2.78 1.23 -2.13  -0.090
C -4.09 1.37 -2.53  -0.027
C -4.44 1.23 -3.88  -0.067
C -3.49 0.96 -4.82  -0.026
C -2.13 0.82 -4.45  -0.158
C -1.13 0.56 -5.41  -0.032
C 0.18 0.45 -5.04  -0.075
C 0.55 0.60 -3.69  -0.079
C -0.40 0.85 -2.74  -0.021
C -1.76 0.96 -3.09  -0.095
H -0.11 0.96 -1.70  0.110
H 1.59 0.51 -3.41  0.109
H 0.94 0.25 -5.78  0.104
H -1.42 0.45 -6.44  0.112
H -3.76 0.85 -5.86  0.113
H -5.48 1.33 -4.16  0.105
H -4.86 1.56 -1.79  0.118
H -3.35 3.16 -0.68  0.147
S -0.45 1.36 1.84  1.168
C 0.21 1.86 3.38  -0.385
C 1.39 1.53 3.94  -0.015
C 2.40 0.60 3.48  -0.144
C 3.74 0.88 3.77  -0.030
C 4.75 0.03 3.37  -0.090
C 4.44 -1.13 2.68  -0.071
C 3.12 -1.45 2.41  0.005
C 2.09 -0.60 2.80  -0.208
O 0.78 -0.88 2.63  -0.129
C 0.37 -2.21 2.36  -0.123
C 0.66 -2.71 0.97  -0.218
C 1.21 -3.98 0.78  -0.060
C 1.45 -4.44 -0.50  -0.084
C 1.14 -3.65 -1.60  -0.085
C 0.59 -2.40 -1.41  -0.059
C 0.34 -1.93 -0.13  -0.011
H -0.11 -0.96 0.03  0.074
H 0.33 -1.79 -2.26  0.086
H 1.33 -4.02 -2.60  0.101
H 1.87 -5.43 -0.64  0.101
H 1.44 -4.60 1.63  0.114
H 0.82 -2.88 3.11  0.137
H -0.71 -2.18 2.52  0.144
H 2.90 -2.36 1.89  0.100
H 5.23 -1.80 2.36  0.106
H 5.78 0.28 3.59  0.101
H 3.97 1.78 4.31  0.117
H 1.63 2.07 4.85  0.131
H -2.41 3.83 3.45  0.165

The spin multiplicity is 1. As for the energy relative to the best compared isomer or geometry (same formula, charge and spin): 0.0 kcal per mole. The calculation puts the lowest unoccupied orbital energy at 0.002 eV. The HOMO energy comes out at -0.2921 Eh. The charge is 0.